# 1
DFT (wB97M-V/def2-TZVPD) results for a structure of composition C35H98AsF6O28S14.

ORCA input file:
```
! wB97M-V def2-TZVPD RIJCOSX def2/J DEFGRID3
* xyz -1 1
As -0.574 0.464 0.019
F -0.439 1.725 1.278
F -0.197 1.652 -1.317
F -0.812 -0.869 -1.151
F -0.959 -0.671 1.360
F -2.342 0.813 -0.079
F 1.175 0.055 0.245
O 0.647 -7.469 6.241
S -0.648 -6.974 5.768
O -1.878 -7.336 6.385
O -0.594 -5.262 5.797
C 0.425 -4.595 5.127
C 1.659 -4.789 6.007
C -0.826 -7.306 3.981
H 0.097 -3.555 5.127
H 0.533 -4.975 4.111
H 2.034 -5.803 6.142
H 1.468 -4.502 7.041
H 2.520 -4.208 5.675
H -0.702 -8.389 3.955
H -0.120 -6.741 3.371
H -1.839 -7.086 3.646
O -4.951 0.591 -6.509
S -5.001 1.283 -5.215
O -6.037 0.854 -4.252
O -3.453 1.212 -4.456
C -3.173 1.997 -3.251
C -2.022 3.095 -3.558
C -5.128 3.181 -5.545
H -2.771 1.316 -2.501
H -4.108 2.399 -2.861
H -1.865 3.898 -2.838
H -2.064 3.612 -4.517
H -1.058 2.585 -3.559
H -6.149 3.363 -5.878
H -4.443 3.521 -6.322
H -4.925 3.826 -4.691
O 1.184 6.993 4.931
S 2.643 6.735 5.027
O 3.476 7.358 6.071
O 2.858 5.104 5.183
C 1.975 4.212 4.477
C 0.917 3.735 5.520
C 3.555 6.957 3.430
H 2.487 3.378 3.997
H 1.468 4.671 3.628
H 0.072 3.220 5.064
H 0.459 4.488 6.161
H 1.422 3.065 6.216
H 3.688 7.997 3.131
H 3.056 6.376 2.653
H 4.543 6.503 3.508
O 0.864 6.793 -1.312
S 0.526 6.025 -0.123
O 0.898 6.518 1.211
O -1.131 5.583 -0.206
C -1.715 4.841 0.853
C -3.060 4.126 0.333
C 1.349 4.301 -0.315
H -1.974 5.535 1.653
H -1.051 4.046 1.192
H -3.063 3.825 -0.714
H -3.937 4.768 0.256
H -3.410 3.276 0.919
H 0.825 3.861 -1.163
H 1.129 3.734 0.590
H 2.392 4.442 -0.598
O 4.082 4.364 1.437
S 5.288 3.606 1.690
O 5.494 2.895 2.959
O 5.687 2.538 0.458
C 4.951 1.310 0.254
C 3.971 1.456 -0.955
C 6.778 4.738 1.410
H 4.410 1.012 1.152
H 5.725 0.623 -0.089
H 3.456 2.416 -0.908
H 3.197 0.710 -1.136
H 4.478 1.503 -1.918
H 6.536 5.775 1.643
H 6.969 4.738 0.337
H 7.599 4.267 1.949
O 1.012 -0.852 -6.969
S 1.264 -0.712 -5.526
O 1.605 -1.864 -4.662
O 2.421 0.404 -5.436
C 3.734 -0.003 -5.867
C 4.735 1.012 -5.348
C -0.051 0.178 -4.739
H 3.736 -0.077 -6.954
H 3.927 -0.964 -5.390
H 4.640 1.102 -4.266
H 4.694 1.954 -5.896
H 5.678 0.522 -5.592
H 0.401 0.409 -3.774
H -0.898 -0.505 -4.672
H -0.375 1.040 -5.322
O 1.136 -5.861 1.568
S 1.677 -4.505 1.516
O 2.176 -3.787 2.669
O 2.657 -4.373 0.179
C 3.299 -3.165 -0.140
C 4.623 -3.449 -0.860
C 0.221 -3.507 0.838
H 3.509 -2.510 0.706
H 2.611 -2.536 -0.705
H 5.189 -2.573 -1.179
H 4.562 -4.007 -1.794
H 5.350 -3.905 -0.189
H -0.613 -3.536 1.541
H -0.035 -4.040 -0.078
H 0.448 -2.450 0.705
C 2.728 4.056 -6.504
S 1.289 4.646 -5.607
O 0.400 3.371 -5.456
C 2.079 4.915 -3.928
H 2.938 3.071 -6.086
H 3.598 4.695 -6.355
H 2.470 3.952 -7.558
H 2.549 5.887 -3.777
H 2.752 4.062 -3.845
H 1.363 4.813 -3.113
C -3.086 -4.858 -3.956
S -2.049 -3.245 -3.838
O -1.596 -2.814 -5.225
C -3.461 -2.083 -3.431
H -3.534 -5.162 -3.011
H -2.547 -5.700 -4.391
H -3.956 -4.586 -4.554
H -4.203 -1.975 -4.222
H -3.114 -1.050 -3.434
H -4.070 -2.544 -2.653
C -5.738 -0.746 -1.228
S -6.819 -0.226 0.189
O -6.497 -1.316 1.166
C -5.790 1.213 0.687
H -5.825 0.086 -1.927
H -5.973 -1.676 -1.744
H -4.690 -0.818 -0.935
H -6.287 1.537 1.601
H -5.833 2.022 -0.043
H -4.777 0.984 1.016
C 1.815 -6.766 -1.832
S 1.258 -6.627 -3.577
O -0.035 -7.416 -3.760
C 0.740 -4.853 -3.503
H 2.808 -6.329 -1.730
H 1.943 -7.790 -1.481
H 1.107 -6.122 -1.311
H 1.427 -4.171 -3.002
H -0.174 -4.877 -2.910
H 0.565 -4.405 -4.482
C -2.687 0.863 3.334
S -3.253 -0.526 4.389
O -2.860 -0.079 5.763
C -5.067 -0.145 4.299
H -3.144 0.974 2.351
H -1.610 0.764 3.194
H -2.873 1.825 3.810
H -5.537 -0.582 3.418
H -5.379 0.897 4.228
H -5.587 -0.633 5.123
C -5.191 -4.241 2.520
S -3.439 -3.587 2.414
O -2.401 -4.610 2.779
C -3.461 -3.525 0.591
H -5.283 -4.593 3.547
H -5.219 -5.024 1.761
H -5.980 -3.513 2.338
H -3.555 -4.528 0.176
H -2.567 -3.109 0.128
H -4.362 -2.926 0.454
C 3.183 -1.278 4.302
S 1.847 -1.390 5.534
O 2.203 -0.528 6.716
C 0.704 -0.294 4.455
H 2.817 -0.829 3.378
H 3.633 -2.250 4.103
H 3.941 -0.691 4.821
H 0.365 -0.898 3.613
H 1.224 0.590 4.087
H -0.121 -0.063 5.128
*
```

Results
* gap between HOMO and LUMO: 0.29611 Eh

---

# 2
DFT (wB97M-V/def2-TZVPD) results for the molecule C16H15ClN2OS.

ORCA input file:
```
! wB97M-V def2-TZVPD RIJCOSX def2/J DEFGRID3
* xyz 0 1
C -4.750 1.904 1.390
C -4.099 0.757 1.473
C -4.614 -0.427 2.233
C -2.786 0.490 0.796
S -1.964 2.023 0.234
C -0.255 1.598 0.158
C 0.309 0.390 -0.075
C -0.396 -0.783 -0.362
N -0.935 -1.766 -0.619
C 1.824 0.281 0.003
C 2.327 -0.939 -0.728
C 1.995 -1.135 -2.064
C 2.438 -2.242 -2.761
C 3.233 -3.182 -2.129
C 3.580 -3.009 -0.802
C 3.128 -1.895 -0.112
Cl 3.593 -1.728 1.550
C 2.456 1.550 -0.574
C 1.877 2.802 0.043
O 2.487 3.825 0.228
N 0.545 2.707 0.358
H -4.364 2.745 0.839
H -5.698 2.048 1.878
H -5.614 -0.236 2.610
H -3.959 -0.649 3.076
H -4.638 -1.307 1.592
H -2.937 -0.155 -0.072
H -2.096 -0.004 1.482
H 2.104 0.201 1.061
H 1.366 -0.411 -2.562
H 2.160 -2.372 -3.796
H 3.582 -4.052 -2.664
H 4.198 -3.734 -0.296
H 2.273 1.608 -1.652
H 3.536 1.547 -0.421
H 0.095 3.553 0.686
*
```

Results
* energy above the lowest of the compared OMol25 structures with the same formula, charge and spin: 40.02 kcal/mol
* SMILES string: C=C(C)CSC1=C(C#N)[C@@H](c2ccccc2Cl)CC(=O)N1
* gap between HOMO and LUMO: 0.33231 Eh

---

# 3
DFT (wB97M-V/def2-TZVPD) results for the molecule C3H4N2O2.

ORCA input file:
```
! wB97M-V def2-TZVPD RIJCOSX def2/J DEFGRID3
* xyz 0 1
N 1.010 -1.503 -0.294
C 0.842 0.919 0.027
C 0.400 -0.473 0.459
O -1.069 -0.523 0.310
C -1.490 0.653 -0.121
O -2.608 1.010 -0.353
N -0.311 1.474 -0.270
H 1.396 -2.252 0.262
H 1.696 -1.155 -0.950
H 0.561 -0.573 1.539
H -0.426 2.423 -0.609
*
```

Results
* energy above the lowest of the compared OMol25 structures with the same formula, charge and spin: 59.63 kcal/mol
* gap between HOMO and LUMO: 0.36233 Eh

---

# 4
DFT (wB97M-V/def2-TZVPD) results for a cluster of 11 separate species, H21O11 in total.

ORCA input file:
```
! wB97M-V def2-TZVPD RIJCOSX def2/J DEFGRID3
* xyz 0 2
O 3.074 0.977 2.415
H 2.296 0.456 2.072
H 2.500 1.397 3.058
O 0.225 3.536 -1.873
H 1.044 3.269 -1.410
H -0.463 3.666 -1.233
O -2.020 1.662 1.879
H 1.366 -3.120 1.550
H -3.615 -0.360 -2.535
O 0.467 0.408 1.465
H -0.015 0.911 2.120
H -0.450 -0.274 0.437
O -1.864 -1.910 2.737
H 1.624 -2.890 -1.943
H 1.575 1.732 0.170
O -3.757 -0.901 -3.295
H -2.934 -1.104 -3.710
H 2.875 2.797 -0.016
O 1.945 2.611 0.084
H -1.383 1.761 1.144
O 2.288 -3.491 1.410
H -1.720 0.828 2.270
H 2.822 -2.812 1.846
O -0.880 1.222 -3.794
H -1.021 0.699 -2.953
H -0.454 2.049 -3.384
O 1.204 -3.429 -1.282
H -1.431 -1.272 2.172
H 0.955 -4.294 -1.565
O -1.373 -0.605 0.226
H -1.279 -2.700 2.608
H -1.600 -0.818 -0.671
*
```

Results
* energy above the lowest of the compared OMol25 structures with the same formula, charge and spin: 25.46 kcal/mol
* gap between HOMO and LUMO (alpha / beta): 0.39734 / 0.21935 Eh
* expectation value of S²: 0.754

---

# 5
DFT (wB97M-V/def2-TZVPD) results for a structure of composition C30H40CuN6O3S3SbSe4Te.

ORCA input file:
```
! wB97M-V def2-TZVPD RIJCOSX def2/J DEFGRID3
* xyz 0 1
Cu 1.764 -1.824 1.193
N -0.281 -4.292 4.349
N 0.666 -3.697 5.256
C 1.015 -2.423 5.063
N 2.164 -2.010 5.597
N 0.082 -1.680 4.428
N 0.136 -0.338 4.438
O -0.843 0.291 4.081
O 1.109 0.284 4.917
H 0.101 -4.324 3.414
H -0.921 -3.501 4.168
H 1.287 -4.381 5.681
H 2.916 -2.608 5.367
H 2.325 -1.041 5.370
C -3.785 -1.770 1.709
C -2.380 -2.210 2.133
S -1.046 -2.200 0.924
C -1.330 -3.713 -0.118
C -1.572 -3.297 -1.549
S -3.016 -2.303 -1.890
C -4.383 -3.427 -1.545
C -5.353 -2.832 -0.549
S -4.927 -3.097 1.220
H -3.499 -1.095 0.848
H -4.307 -1.172 2.472
H -2.426 -3.203 2.648
H -2.034 -1.431 2.919
H -2.114 -4.322 0.405
H -0.457 -4.346 -0.059
H -1.579 -4.192 -2.182
H -0.699 -2.788 -1.973
H -3.940 -4.384 -1.133
H -4.846 -3.726 -2.488
H -6.264 -3.431 -0.618
H -5.538 -1.773 -0.647
Se 4.363 -3.511 -1.360
Sb 4.150 -4.473 0.794
Se 5.509 -6.361 1.595
Se 6.330 -4.345 2.364
Se 2.125 -3.803 2.328
C -1.136 4.639 -6.678
C -0.988 4.016 -5.331
C -1.631 2.829 -5.064
C -1.563 2.213 -3.829
C -2.436 1.001 -3.607
C -0.669 2.671 -2.887
Te -0.352 1.239 -1.152
N 1.651 1.367 -1.216
C 2.149 0.507 -0.372
O 1.448 -0.099 0.499
C 3.599 0.341 -0.440
C 4.363 -0.125 0.593
C 5.777 -0.130 0.468
C 6.296 0.193 -0.773
C 5.591 0.611 -1.869
C 4.224 0.748 -1.613
C -0.922 2.426 0.462
C -2.256 2.631 0.417
C -2.947 3.139 1.511
C -2.218 3.370 2.684
C -0.861 3.112 2.726
C -0.158 2.708 1.598
C 1.305 2.598 1.617
C 0.104 3.845 -3.112
C 0.888 4.613 -2.119
C -0.157 4.502 -4.325
H -1.930 4.168 -7.279
H -0.264 4.465 -7.257
H -1.377 5.716 -6.627
H -2.335 2.352 -5.744
H -3.050 0.702 -4.389
H -3.065 1.144 -2.724
H -1.744 0.093 -3.424
H 3.931 -0.380 1.538
H 6.456 -0.440 1.218
H 7.371 -0.053 -0.893
H 6.087 0.771 -2.816
H 3.512 1.000 -2.433
H -2.815 2.409 -0.492
H -3.986 3.311 1.440
H -2.848 3.507 3.562
H -0.289 3.466 3.585
H 1.654 2.496 2.612
H 1.831 3.424 1.045
H 1.774 1.675 1.257
H 0.158 5.192 -1.560
H 1.635 5.228 -2.666
H 1.382 4.050 -1.359
H 0.306 5.492 -4.354
*
```

Results
* energy above the lowest of the compared OMol25 structures with the same formula, charge and spin: 4.89 kcal/mol
* gap between HOMO and LUMO: 0.22907 Eh

---

# 6
DFT (wB97M-V/def2-TZVPD) results for a cluster of 2 separate species, C28H23F5N3O3S in total.

ORCA input file:
```
! wB97M-V def2-TZVPD RIJCOSX def2/J DEFGRID3
* xyz 1 1
C 2.764 1.281 3.666
N 3.307 0.698 2.452
C 4.664 0.726 2.187
C 4.863 0.070 1.026
N 3.626 -0.384 0.582
C 3.465 -1.198 -0.590
C 3.876 -0.693 -1.814
F 4.385 0.561 -1.875
C 3.709 -1.428 -2.985
F 4.108 -0.927 -4.172
C 3.102 -2.681 -2.916
F 2.821 -3.354 -4.052
C 2.752 -3.236 -1.683
F 2.150 -4.444 -1.626
C 2.984 -2.503 -0.522
F 2.726 -3.054 0.689
C 2.668 0.042 1.445
C 1.213 -0.214 1.402
C 0.615 -0.661 0.137
C -0.455 -1.496 0.182
C -0.891 -2.304 -0.945
C -1.739 -3.429 -0.766
C -2.111 -4.213 -1.850
C -1.643 -3.909 -3.137
C -0.793 -2.815 -3.326
C -0.446 -1.996 -2.253
O 0.533 -0.080 2.443
H 1.680 1.153 3.690
H 3.217 0.787 4.536
H 3.028 2.347 3.705
H 5.365 1.199 2.850
H 5.777 -0.128 0.501
H 1.040 -0.252 -0.782
H -0.964 -1.662 1.139
H -2.084 -3.668 0.246
H -2.763 -5.077 -1.702
H -1.930 -4.529 -3.988
H -0.398 -2.587 -4.319
H 0.152 -1.096 -2.422
C -5.187 1.720 -0.901
S -3.843 0.511 -0.565
C -3.657 -0.230 -2.222
C -2.445 1.462 -0.440
C -2.111 2.247 0.672
C -1.035 3.201 0.568
C -0.697 4.007 1.633
C -1.396 3.894 2.860
N -1.001 4.671 3.989
O -1.645 4.538 5.056
O -0.026 5.451 3.877
C -2.456 2.966 2.987
C -2.809 2.158 1.926
H -5.370 2.288 0.016
H -4.914 2.397 -1.719
H -6.072 1.133 -1.168
H -2.844 -0.963 -2.159
H -4.611 -0.723 -2.441
H -3.432 0.544 -2.965
H -1.807 1.487 -1.322
H -0.513 3.295 -0.389
H 0.103 4.744 1.565
H -2.973 2.915 3.946
H -3.627 1.443 2.047
*
```

Results
* gap between HOMO and LUMO: 0.16169 Eh

---

no.,total energy (eV)
1,-324044.3620
2,-45220.6169
3,-10249.6794
4,-22858.8001
5,-399198.4561
6,-64431.9552